# 1
Molecular formula: C40H27Co2N2O7P
Method: DFT, wB97M-V/def2-TZVPD

Calculated values
Relative energy (zero: lowest compared OMol25 entry of this formula, charge and spin) (kcal per mole): 47.3
HOMO energy (eV): 0.54
Largest force on an atom (Eh/bohr): 0.1303
Net charge: -2
Kohn-Sham gap (eV): 2.8

Each line ends with the Löwdin charge.
Atoms and positions in Å:
Co1 0.124 -1.588 0.036  0.049
Co2 0.636 0.428 -1.258  -0.126
P1 2.678 0.784 -0.843  0.994
O1 -0.346 -4.410 0.675  0.093
O2 -5.957 0.276 5.809  -0.006
O3 0.687 1.408 -3.988  0.020
O4 2.783 -2.647 0.463  0.062
O5 -0.798 -0.076 2.343  0.074
O6 -0.951 2.383 0.129  0.025
O7 -5.276 2.172 4.947  0.032
N1 -5.438 0.938 4.873  -0.333
N2 -4.307 -4.814 0.866  0.151
C1 -6.494 0.042 -1.528  -0.122
C2 2.648 3.565 -1.014  -0.074
C3 4.503 -1.448 -3.771  -0.097
C4 -6.422 -1.359 -1.573  -0.094
C5 -1.532 -1.291 -0.596  -0.341
C6 -0.394 -0.657 1.420  -0.186
C7 -0.262 1.604 -0.388  -0.287
C8 -4.741 -2.003 2.794  -0.014
C9 3.301 0.890 0.873  -0.316
C10 -5.028 0.193 3.719  -0.169
C11 2.394 0.917 1.937  -0.073
C12 4.498 2.526 -2.186  -0.088
C13 1.773 -2.116 0.232  -0.217
C14 -0.623 -0.978 -1.553  -0.252
C15 -2.843 -1.941 -0.521  -0.282
C16 4.667 1.069 1.133  -0.107
C17 -3.732 -0.081 1.696  -0.003
C18 3.154 4.828 -1.338  -0.095
C19 -4.058 -1.213 -1.133  -0.169
C20 5.001 3.791 -2.511  -0.105
C21 5.130 1.093 2.453  -0.100
C22 5.435 -2.222 -3.075  -0.119
C23 0.670 0.977 -2.909  -0.272
C24 4.726 -1.203 -0.997  -0.116
C25 -0.167 -3.289 0.440  -0.177
C26 -5.284 -1.179 3.764  -0.008
C27 -5.331 0.807 -1.457  -0.085
C28 4.332 4.942 -2.084  -0.122
C29 3.811 -0.401 -1.688  -0.326
C30 2.854 0.862 3.254  -0.076
C31 4.224 0.945 3.514  -0.109
C32 -4.312 0.762 2.637  0.039
C33 -4.084 0.163 -1.349  -0.031
C34 -3.169 -2.445 0.858  -0.222
C35 3.698 -0.534 -3.084  -0.094
C36 5.542 -2.100 -1.688  -0.095
C37 -5.192 -1.987 -1.364  -0.047
C38 3.321 2.406 -1.435  -0.304
C39 -3.935 -1.478 1.765  -0.116
C40 -3.882 -3.725 0.808  -0.208
H1 -3.132 0.330 0.880  0.103
H2 5.370 1.180 0.304  0.105
H3 -5.376 1.901 -1.481  0.099
H4 1.732 3.481 -0.422  0.097
H5 4.588 0.915 4.542  0.088
H6 6.195 1.219 2.648  0.089
H7 4.832 -1.113 0.082  0.088
H8 6.259 -2.702 -1.128  0.094
H9 -4.956 -3.073 2.868  0.106
H10 -7.465 0.537 -1.576  0.085
H11 -7.309 -1.964 -1.749  0.089
H12 2.135 0.763 4.071  0.104
H13 -5.113 -3.075 -1.337  0.104
H14 5.033 1.635 -2.516  0.095
H15 2.983 0.082 -3.634  0.091
H16 5.923 3.865 -3.090  0.090
H17 -4.207 1.846 2.582  0.122
H18 1.325 0.993 1.730  0.067
H19 2.627 5.722 -0.999  0.094
H20 -2.230 -2.616 1.421  0.140
H21 6.075 -2.922 -3.612  0.085
H22 -2.729 -2.855 -1.144  0.145
H23 4.398 -1.543 -4.853  0.093
H24 -5.890 -1.565 4.583  0.112
H25 -0.670 -1.302 -2.603  0.060
H26 4.731 5.927 -2.330  0.086
H27 -3.158 0.749 -1.342  0.116

Force components x, y, z for each atom (eV/Å):
3.36 -3.88 4.30
0.78 1.72 -1.02
-0.82 -0.22 -0.52
-0.10 0.69 0.25
0.70 1.37 -1.20
-0.12 0.30 -0.17
-0.79 0.43 -0.03
-0.11 -0.44 -0.68
-0.11 0.41 -0.03
-0.10 -1.82 -0.46
-0.91 0.86 1.83
0.57 2.30 -0.25
-0.20 -0.14 -0.16
0.27 0.22 -0.19
-0.13 0.29 0.27
0.39 0.21 0.07
-2.47 2.76 -1.52
0.11 1.31 1.60
-0.60 -0.04 0.65
-0.18 0.16 -0.06
0.49 0.57 0.20
0.56 -0.44 -0.98
0.09 -0.22 -0.02
-0.10 0.52 0.05
1.44 0.00 -0.26
-2.40 0.16 -1.83
0.81 -0.58 -2.45
-0.02 -0.18 0.71
-0.38 -0.29 0.00
0.06 -0.37 -0.01
0.84 -0.26 0.17
-0.26 -0.04 0.12
-0.29 0.01 -0.15
0.03 -0.05 0.20
0.22 -0.83 0.27
0.28 0.07 -0.36
-0.04 -1.14 -0.91
0.12 0.11 -0.05
0.43 -0.40 -0.25
0.02 -0.16 -0.01
0.49 0.16 0.21
0.20 0.24 -0.05
0.02 -0.05 -0.25
-0.29 -0.13 0.77
-0.62 0.42 0.22
-0.73 0.50 1.57
0.27 -0.26 0.03
-0.18 0.07 -0.23
-0.63 0.45 -0.02
0.51 0.10 0.07
0.07 0.18 0.51
-0.27 -2.72 0.43
-0.03 -0.17 0.45
-0.18 -0.08 0.23
-0.01 -0.41 -0.05
0.28 -0.07 -0.24
-0.07 0.01 -0.23
-0.21 -0.03 0.02
-0.10 -0.11 -0.35
-0.14 0.07 -0.18
0.22 0.37 -0.21
0.21 -0.12 -0.08
0.03 0.17 0.11
0.23 0.14 -0.24
-0.09 0.30 0.04
-0.15 0.23 0.12
0.16 -0.25 0.22
-0.22 0.06 0.12
0.16 -0.37 0.04
0.41 -0.33 -0.03
0.15 -0.21 -0.10
-0.28 -0.18 -0.48
-0.16 0.13 0.11
-0.41 -0.36 -0.02
0.06 0.00 0.25
0.32 0.01 -0.33
-0.11 -0.17 0.18
-0.10 -0.21 0.04
-0.20 -0.35 0.22

***

# 2
Molecular formula: C40H27F5N8OPtSe
Method: DFT, wB97M-V/def2-TZVPD

Calculated values
Relative energy (zero: lowest compared OMol25 entry of this formula, charge and spin) (kcal per mole): 7.7
HOMO energy (spin up / spin down) (eV): -7.77 / -7.77
Largest force on an atom (Eh/bohr): 0.0105
Kohn-Sham gap (spin up / spin down) (eV): 6.1 / 6.1

Each line ends with the Löwdin charge.
Atoms and positions in Å:
Pt1 0.091 -0.508 -0.437  0.757
Se1 -1.619 0.459 0.903  0.801
F1 -0.472 1.738 3.552  0.060
F2 -0.890 -2.895 4.855  0.191
F3 -0.326 -0.274 5.947  0.091
F4 -1.873 -2.569 2.138  0.109
F5 1.564 -1.231 3.095  -0.088
O1 0.549 3.540 1.377  0.116
N1 4.036 0.587 -1.073  0.139
N2 3.993 0.106 0.190  -0.122
N3 -0.516 4.951 2.686  0.128
N4 -1.467 2.475 -3.228  -0.140
N5 -0.278 2.546 -3.859  0.121
N6 -0.549 0.525 -2.908  0.061
N7 2.173 -0.594 -0.741  -0.064
N8 0.637 4.546 3.333  0.127
C1 -0.299 -7.457 -1.677  -0.096
C2 0.231 1.353 -3.648  -0.221
C3 3.085 2.198 1.858  0.034
C4 -1.118 -5.320 -0.936  -0.029
C5 -0.532 4.346 1.551  -0.300
C6 -3.634 5.525 -0.124  -0.058
C7 -1.614 1.268 -2.678  -0.175
C8 3.061 3.179 4.062  -0.008
C9 -3.879 -2.189 -2.336  -0.081
C10 -3.674 -2.547 -3.661  -0.087
C11 2.486 3.019 2.804  -0.133
C12 0.984 -6.933 -1.749  -0.090
C13 -0.854 -1.795 4.154  -0.081
C14 -1.347 -6.647 -1.264  -0.076
C15 2.935 0.130 -1.606  -0.181
C16 0.440 -3.367 -0.687  -0.082
C17 -2.421 4.174 -1.709  -0.192
C18 -0.290 0.388 3.491  -0.396
C19 -1.050 -0.296 2.468  -0.448
C20 -1.300 -1.643 2.892  -0.245
C21 -0.336 -2.334 -1.007  -0.291
C22 2.884 -0.591 0.385  -0.126
C23 -2.655 5.298 0.825  -0.014
C24 -2.390 -2.833 -4.107  -0.072
C25 1.211 -5.607 -1.421  -0.045
C26 0.163 -4.778 -1.026  -0.223
C27 4.828 1.687 3.428  -0.034
C28 -2.806 -2.106 -1.463  -0.080
C29 -2.341 3.621 -3.115  -0.077
C30 4.917 0.560 1.214  -0.063
C31 4.237 2.520 4.366  -0.051
C32 -1.551 4.507 0.510  -0.132
C33 -1.319 -2.757 -3.233  -0.040
C34 -0.137 -0.572 4.633  -0.304
C35 -1.515 -2.395 -1.901  -0.287
C36 4.255 1.521 2.175  -0.192
C37 -3.517 4.964 -1.386  -0.040
C38 1.229 3.721 2.545  -0.303
C39 1.088 -0.175 3.907  -0.015
C40 -1.435 3.941 -0.756  0.020
H1 -2.726 5.725 1.815  0.115
H2 5.273 -0.316 1.757  0.136
H3 -4.289 5.137 -2.127  0.115
H4 -1.954 4.362 -3.814  0.136
H5 5.728 1.141 3.684  0.116
H6 2.564 3.800 4.793  0.118
H7 -3.336 3.332 -3.457  0.132
H8 5.762 1.000 0.686  0.137
H9 1.188 1.072 -4.052  0.095
H10 -2.223 -3.116 -5.137  0.103
H11 -2.348 -7.051 -1.189  0.103
H12 1.349 -3.184 -0.122  0.094
H13 -4.492 6.135 0.122  0.108
H14 2.621 2.079 0.886  0.121
H15 -4.878 -1.977 -1.979  0.103
H16 -0.479 -8.493 -1.932  0.099
H17 -4.511 -2.607 -4.344  0.100
H18 2.589 -1.011 1.333  0.126
H19 -2.485 0.976 -2.110  0.126
H20 -2.966 -1.824 -0.431  0.072
H21 -0.318 -2.981 -3.575  0.123
H22 -1.937 -4.698 -0.601  0.113
H23 -0.570 3.334 -0.996  0.119
H24 2.215 -5.202 -1.476  0.110
H25 1.809 -7.560 -2.060  0.100
H26 4.678 2.628 5.347  0.109
H27 2.663 0.317 -2.628  0.096

Force components x, y, z for each atom (eV/Å):
0.07 0.04 0.52
-0.38 0.23 -0.30
0.09 -0.05 0.19
0.02 -0.09 0.06
0.02 0.10 -0.04
0.00 -0.05 -0.11
0.08 0.07 -0.04
0.02 0.13 0.12
0.16 -0.06 -0.03
-0.06 -0.02 -0.09
0.09 -0.02 0.06
0.06 -0.09 -0.07
0.00 0.13 -0.02
-0.01 0.01 -0.24
-0.05 -0.09 0.06
-0.05 0.06 -0.03
-0.03 -0.02 0.00
-0.03 0.07 0.04
0.03 -0.04 -0.01
0.00 0.00 -0.02
0.00 -0.08 -0.12
0.03 -0.02 -0.01
0.02 -0.10 0.15
0.03 -0.04 -0.04
-0.03 0.01 -0.01
0.00 -0.01 -0.02
-0.07 0.07 0.11
0.01 -0.03 -0.02
-0.03 0.00 -0.23
0.02 -0.03 -0.01
-0.07 0.04 -0.09
-0.01 0.08 0.16
-0.02 0.03 0.00
-0.44 -0.01 -0.24
0.29 -0.24 0.25
0.04 0.20 0.17
0.07 -0.14 -0.13
-0.01 0.03 -0.03
-0.01 -0.02 -0.02
0.00 0.00 0.00
0.02 0.03 0.03
-0.01 -0.07 0.03
-0.03 0.03 0.04
0.05 0.00 0.01
-0.03 0.02 -0.05
0.07 -0.08 -0.03
-0.04 -0.02 -0.04
0.01 0.03 0.07
-0.03 0.01 -0.03
-0.03 0.04 0.03
0.02 0.03 -0.02
0.02 0.00 0.09
-0.01 -0.01 0.04
0.04 -0.02 -0.16
0.20 -0.13 0.01
0.01 0.06 -0.04
0.01 0.00 0.01
0.04 0.03 -0.01
-0.01 0.00 -0.02
0.01 0.00 0.05
0.02 -0.01 0.00
-0.01 0.02 0.00
0.01 0.04 0.01
-0.05 0.04 0.03
0.01 0.00 -0.04
0.00 0.00 -0.02
-0.02 -0.01 0.00
0.00 -0.03 -0.02
-0.02 0.01 0.00
-0.02 0.03 0.00
-0.01 0.00 0.00
0.00 -0.01 0.00
-0.02 0.00 -0.01
-0.06 -0.06 0.08
-0.02 -0.03 -0.01
0.00 0.01 0.04
0.02 0.00 0.01
-0.01 0.00 0.01
0.01 -0.01 0.01
0.01 0.01 0.00
0.01 0.00 0.00
0.01 0.00 0.01
-0.03 -0.01 0.00

***

Look up the largest force on an atom of the first one.
0.1303 Eh/bohr